1.
A molecular structure, C12H12, computed with the ωB97M-V functional and the def2-TZVPD basis.

M   156.2 u
Energy above the lowest of the compared OMol25 structures with the same formula, charge and spin   174.6 kcal per mole
Orbital gap   0.287 Ha
Charge   0
LUMO energy   0.855 eV

Positions of all 24 atoms, in Å:
C  1.03068  -1.28285  -0.53563
C  -2.22010  0.44887  -0.47693
C  2.43298  0.51939  0.13324
C  2.18836  -0.85336  0.02494
C  -0.70169  0.68908  1.30223
C  -1.87285  -0.91785  -0.47864
C  0.34935  1.00345  -0.91740
C  -0.32387  -0.61385  1.29399
C  1.53115  1.45926  -0.38176
C  0.09311  -0.38684  -1.03398
C  -0.82217  -1.42540  0.39429
C  -1.54975  1.35302  0.39895
H  1.76322  2.51385  -0.35786
H  2.79719  -1.49362  0.60336
H  -0.35168  1.73748  -1.33457
H  3.32760  0.86062  0.60816
H  0.46269  -1.06677  1.84311
H  -1.65378  2.49891  0.58297
H  -2.48199  -1.58114  -1.00980
H  0.90526  -2.36900  -0.50402
H  -3.03332  0.86843  -1.08690
H  -0.31033  1.22486  2.03950
H  -0.75024  -0.69768  -1.54923
H  -0.80984  -2.48885  0.44199

These are the natural (NBO) partial charges, in e, on atoms 1 to 4: C -0.21; C -0.26; C -0.22; C -0.28

2.
A molecular structure, C12H12, computed with the ωB97M-V functional and the def2-TZVPD basis.

M   156.2 u
Energy above the lowest of the compared OMol25 structures with the same formula, charge and spin   164.6 kcal per mole
Orbital gap   0.329 Ha
Charge   0
LUMO energy   0.732 eV

Positions of all 24 atoms, in Å:
C  -2.06777  -1.33199  3.03109
C  1.26540  -1.04769  1.41262
C  -1.34600  -0.21404  0.83569
C  0.14490  1.87870  -3.47749
C  0.34963  -1.36495  2.24952
C  1.02240  -0.22025  0.20066
C  -0.27700  0.07881  -0.05917
C  -0.62612  0.76543  -1.19095
C  -1.16635  -0.88396  2.01521
C  1.83059  0.67818  -1.94363
C  0.44699  1.05971  -2.14005
C  2.01248  -0.01930  -0.70864
H  -2.76759  -0.85880  2.74795
H  -2.15367  0.24368  0.74708
H  2.52842  1.09490  -2.68497
H  -1.85289  -0.71771  3.91705
H  -1.40747  1.04238  -1.38376
H  3.03632  -0.28604  -0.72430
H  0.76118  1.41750  -4.26757
H  0.46586  -2.20809  3.18037
H  -2.12994  -2.68309  3.30632
H  -1.03398  2.16520  -3.49448
H  0.72780  2.78541  -3.27286
H  2.23681  -1.37398  1.70431

These are the natural (NBO) partial charges, in e, on atoms 1 to 4: C -0.59; C -0.22; C -0.21; C -0.66

3.
A molecular structure, C12H12B2CrN3O23, computed with the ωB97M-V functional and the def2-TZVPD basis.

Spin multiplicity   6
M   639.8 u
<S²>   8.765
Orbital gap (spin up / spin down)   0.135 / 0.246 Ha
Charge   -2
LUMO energy (spin up / spin down)   3.583 / 3.620 eV

Positions of all 53 atoms, in Å:
Cr  -21.21330  9.22088  16.99700
O  -19.00920  6.10488  14.45674
O  -23.79462  12.16563  18.15331
O  -22.73689  8.39076  15.81938
O  -18.52168  4.41864  15.86860
O  -21.58197  5.79463  21.09269
O  -17.58503  3.59246  18.03085
O  -19.82658  3.16908  17.43633
O  -20.06129  1.19875  18.51308
O  -22.11036  11.18467  17.19189
O  -19.80697  7.50455  16.88840
O  -20.45220  7.66603  21.59500
O  -22.33564  6.42545  18.97553
O  -19.29723  11.11908  13.54120
O  -19.10633  5.50210  17.78895
O  -24.95253  3.19254  21.02780
O  -22.64272  1.80786  19.60315
O  -17.24694  1.62335  19.23741
O  -23.75974  5.11207  20.47588
O  -19.46005  10.13671  18.06819
O  -22.03004  3.95830  19.39237
O  -17.86294  11.60493  18.20240
O  -20.08315  9.89869  15.20289
O  -21.43851  8.55358  19.01505
N  -22.64157  12.16220  17.72382
N  -18.41860  10.59682  18.54897
N  -19.61183  10.04231  14.04294
C  -21.78260  13.35806  18.04832
C  -17.92703  2.37911  18.51684
C  -19.35337  6.31761  16.77786
C  -18.92603  5.62569  15.53304
C  -23.30756  7.67214  14.67339
C  -21.68151  7.45461  19.50935
C  -19.40756  8.81748  13.21053
C  -22.79669  2.97875  19.80785
C  -17.80620  9.96715  19.79437
C  -21.15337  6.95457  20.90477
C  -19.40512  2.19086  18.21515
C  -23.98602  3.76188  20.56171
B  -18.73591  4.16716  17.29157
B  -22.39311  5.33988  19.97937
H  -22.62184  6.93114  14.26255
H  -22.28757  13.93018  18.82665
H  -16.75288  9.77760  19.58776
H  -18.38623  9.05636  19.94316
H  -17.83546  10.66088  20.63460
H  -19.20369  9.02322  12.15971
H  -20.85929  12.85557  18.33659
H  -18.47680  8.31263  13.46919
H  -21.63554  13.93829  17.13739
H  -24.20755  7.10755  14.91704
H  -23.57836  8.37733  13.88759
H  -20.23040  8.14225  13.44523

These are the natural (NBO) partial charges, in e, on atoms 1 to 4: Cr 1.34; O -0.56; O -0.58; O -0.97

4.
A molecular structure, C12H12BaN3O5S3, computed with the ωB97M-V functional and the def2-TZVPD basis.

M   511.8 u
Orbital gap   0.278 Ha
Charge   -1
LUMO energy   2.278 eV

Positions of all 36 atoms, in Å:
Ba  0.15386  -0.27212  0.17959
S  -2.46238  4.24011  0.61545
S  -1.38978  4.74235  -2.14379
S  -0.48744  -0.67415  -2.47879
O  -1.55597  -1.18474  -1.54447
O  0.78171  -1.38305  -2.08165
O  0.70621  0.46900  2.39597
O  -0.82661  -0.81972  -3.87216
O  -0.25460  0.77932  -2.08647
N  4.86591  0.35861  1.40482
N  -0.05283  3.53388  -0.35420
N  2.87047  0.33818  0.51199
C  3.88754  -0.02760  4.08242
C  0.85426  3.53619  -1.50047
C  2.98339  0.19625  3.04599
C  1.19677  0.11487  4.67823
C  -0.03382  3.67783  -2.72705
C  1.58761  0.27001  3.33245
C  3.81128  0.39267  -0.50262
C  3.48654  -0.17542  5.40100
C  2.12336  -0.10262  5.67795
C  -1.25322  4.10614  -0.52280
C  3.52823  0.30527  1.64977
C  5.05304  0.40851  0.03455
H  3.51316  0.38300  -1.53851
H  0.13929  0.17768  4.89957
H  6.03684  0.43510  -0.39949
H  0.01550  2.84312  0.36414
H  1.77331  -0.21928  6.69836
H  1.42746  2.61104  -1.51466
H  -0.44704  2.71322  -3.01581
H  0.49763  4.14467  -3.55343
H  1.53983  4.38421  -1.41429
H  5.59450  0.38793  2.08981
H  4.21316  -0.35085  6.18211
H  4.94900  -0.10432  3.87271

These are the Löwdin partial charges, in e, on atoms 1 to 4: Ba 2.07; S 0.51; S 0.90; S 0.15

5.
A molecular structure, C12H12Br4Cl2N5O4Ru, computed with the ωB97M-V functional and the def2-TZVPD basis.

Spin multiplicity   2
M   781.9 u
Energy above the lowest of the compared OMol25 structures with the same formula, charge and spin   3.9 kcal per mole
<S²>   0.756
Orbital gap (spin up / spin down)   0.254 / 0.243 Ha
Charge   0
LUMO energy (spin up / spin down)   -0.342 / -0.754 eV

Positions of all 40 atoms, in Å:
Ru  0.28764  -1.06883  0.33034
Br  4.49940  0.28501  2.69689
Br  6.92521  -1.91893  2.03472
Br  6.24644  -4.52646  0.11153
Br  3.14820  -4.87674  -1.09985
Cl  -1.46164  2.19611  -2.90829
Cl  1.20213  3.39119  -2.96166
O  0.73001  2.07194  -0.33393
O  0.30962  0.06436  -1.29943
O  1.92701  -0.53352  1.32581
O  1.38583  -2.58870  -0.18784
N  -1.42469  -1.83665  -0.53251
N  -2.44251  2.04804  0.93023
N  -2.66970  0.13978  -0.34177
N  -0.94012  0.28974  1.22674
N  -3.48071  -1.56054  -1.63349
C  0.49892  1.34796  -1.27253
C  4.20265  -1.22135  1.60836
C  2.91750  -1.37548  1.08825
C  2.63545  -2.48884  0.27591
C  -1.60921  2.97021  1.69655
C  4.90992  -3.25710  0.51092
C  -3.72461  2.53501  0.44594
C  -1.97415  0.81889  0.64985
C  3.62821  -3.41887  -0.00757
C  5.19472  -2.15410  1.32225
C  0.30239  1.91226  -2.69347
C  -2.46732  -1.15194  -0.80755
H  -3.16723  0.72475  -0.99426
H  0.58160  1.18404  -3.44492
H  -4.41915  -1.28457  -1.39708
H  -3.39297  -2.47329  -2.04712
H  -0.52976  0.86928  1.94647
H  -0.56736  2.86435  1.39749
H  -1.43356  -2.78892  -0.87826
H  -1.91934  3.98508  1.46103
H  -3.64336  2.96400  -0.55788
H  -4.46989  1.74095  0.44790
H  -4.07592  3.31172  1.12018
H  -1.71967  2.81015  2.77200

These are the natural (NBO) partial charges, in e, on atoms 1 to 4: Ru 1.24; Br 0.09; Br 0.09; Br 0.09

6.
A molecular structure, C12H12Cl2F4O12Pd, computed with the ωB97M-V functional and the def2-TZVPD basis.

Spin multiplicity   3
M   601.5 u
Energy above the lowest of the compared OMol25 structures with the same formula, charge and spin   0.0 kcal per mole
<S²>   2.003
Orbital gap (spin up / spin down)   0.314 / 0.291 Ha
Charge   0
LUMO energy (spin up / spin down)   0.422 / -0.432 eV

Positions of all 43 atoms, in Å:
Pd  -0.21904  -0.18265  0.03273
Cl  0.73409  0.97863  2.00362
Cl  -1.23257  -1.39433  -1.86064
F  -5.97894  -2.90593  1.43379
F  -4.37959  4.39228  -1.40907
F  4.40342  3.12023  -3.41451
F  4.36330  -4.30984  1.63520
O  3.43133  1.03934  -0.92707
O  -1.71912  2.84530  -1.91817
O  1.25522  0.81362  -1.38445
O  -2.82967  3.45338  -0.08386
O  -1.77337  1.47884  -0.13275
O  1.58743  -1.55042  0.23631
O  -1.98911  -1.06839  1.30743
O  -4.15610  -1.59628  1.06903
O  2.55260  2.21256  -2.58748
O  3.49765  -2.32326  1.11913
O  -2.59816  -3.18154  0.88542
O  1.55064  -3.01795  1.93737
C  -3.85566  -3.85633  0.96970
C  2.30756  1.30238  -1.60435
C  3.85256  -3.16089  2.18745
C  2.15074  -2.22267  1.03743
C  -2.05084  4.21248  -2.09773
C  2.53648  -3.40411  2.89896
C  3.68935  2.94226  -2.25097
C  -4.85138  -2.75666  0.66181
C  -2.06138  2.49182  -0.67243
C  -3.07085  4.48226  -0.98029
C  -2.83384  -1.87848  1.11347
C  4.44187  1.97146  -1.31668
H  2.43310  -2.78665  3.79517
H  3.54316  3.94336  -1.85176
H  -3.97752  -4.74500  0.35800
H  -3.97663  -4.16041  2.01395
H  -2.98785  5.48954  -0.57926
H  4.85820  2.39173  -0.40622
H  4.62059  -2.74502  2.83207
H  -1.21654  4.88999  -1.89173
H  5.22702  1.49170  -1.90079
H  -2.42222  4.35485  -3.10610
H  2.32914  -4.42505  3.21231
H  -5.18510  -2.62617  -0.36404

These are the natural (NBO) partial charges, in e, on atoms 1 to 4: Pd 1.31; Cl -0.76; Cl -0.75; F -0.34

For each record above, in turn, the calculated DFT total energy values are -12631.3581; -12631.7901; -93978.8667; -60551.9453; -336077.3469; -76603.8984 eV.